A 9-piece molecular cluster, C46H88BClF7NO23S overall in a non-equilibrium geometry. Source: OMol25; level of theory: ωB97M-V/def2-TZVPD.

Results
LUMO level = -1.712 eV
Largest force on an atom = 4.9 eV Å⁻¹
Orbital gap = 6.835 eV
Electronic energy = -5172.6370 a.u.

The geometry in XYZ format:
```
168
C46H88BClF7NO23S, DFT ωB97M-V/def2-TZVPD
C -3.94 2.39 7.60
C -4.04 2.76 6.27
C -3.41 2.06 5.09
C -2.10 1.41 5.08
C -1.26 1.43 6.40
C -1.55 0.76 3.88
O -0.32 0.14 3.99
B -0.60 -1.20 4.46
O -0.69 -2.26 3.55
O -0.83 -1.51 5.82
C -2.30 0.77 2.61
S -1.70 0.02 1.08
O -2.28 0.58 -0.13
O -2.02 -1.40 1.15
C 0.15 0.13 0.86
F 0.83 -0.79 1.62
F 0.38 -0.26 -0.44
C 0.77 1.58 0.99
F 0.88 2.03 2.26
F 2.06 1.49 0.49
C 0.04 2.70 0.15
F -1.13 3.12 0.72
F -0.13 2.42 -1.15
F 0.87 3.80 0.20
C -3.60 1.41 2.65
C -4.16 2.06 3.83
C -5.55 2.65 3.49
O -6.40 3.11 4.19
N -5.62 2.59 2.06
Cl -5.77 4.06 1.22
C -4.70 1.60 1.57
O -4.91 1.07 0.53
H -4.25 1.41 8.03
H -3.56 3.16 8.32
H -4.69 3.65 6.04
H -1.47 2.35 7.00
H -1.56 0.57 7.06
H -0.17 1.39 6.20
H 0.01 -2.92 3.72
H -1.78 -1.74 5.84
C 0.86 4.48 8.52
O 0.63 3.10 8.75
C 1.57 2.53 9.65
C 1.00 2.41 11.06
O 0.74 3.69 11.63
C -0.63 4.05 11.54
H -0.04 4.90 8.07
H 1.07 5.02 9.45
H 1.69 4.61 7.83
H 2.50 3.11 9.66
H 1.80 1.53 9.28
H 1.74 1.92 11.70
H 0.10 1.79 11.06
H -1.21 3.54 12.31
H -1.05 3.83 10.56
H -0.70 5.13 11.71
C -1.88 -5.03 -2.40
O -2.53 -4.05 -1.61
C -1.79 -2.83 -1.52
C -2.33 -1.79 -2.48
O -2.15 -2.18 -3.84
C -3.33 -2.72 -4.41
H -2.61 -5.80 -2.66
H -1.48 -4.60 -3.32
H -1.07 -5.49 -1.83
H -0.72 -3.02 -1.69
H -1.90 -2.46 -0.50
H -1.76 -0.86 -2.34
H -3.38 -1.57 -2.28
H -4.02 -1.92 -4.68
H -3.83 -3.42 -3.73
H -3.05 -3.27 -5.31
C -3.13 -9.71 -0.29
O -4.40 -9.48 -0.89
C -5.44 -9.34 0.07
C -5.77 -7.87 0.32
O -4.69 -7.18 0.92
C -3.93 -6.43 -0.02
H -2.36 -9.52 -1.04
H -2.95 -9.05 0.56
H -3.06 -10.76 0.03
H -5.18 -9.84 1.00
H -6.32 -9.83 -0.34
H -6.61 -7.82 1.02
H -6.08 -7.38 -0.61
H -4.45 -5.50 -0.26
H -3.74 -6.99 -0.94
H -2.97 -6.19 0.43
C 5.83 1.79 -3.16
O 4.41 1.76 -3.09
C 3.90 2.33 -1.89
C 3.43 3.76 -2.11
O 4.50 4.63 -2.46
C 4.57 4.86 -3.86
H 6.12 1.62 -4.20
H 6.23 2.76 -2.85
H 6.25 1.00 -2.54
H 4.66 2.29 -1.10
H 3.06 1.72 -1.58
H 3.00 4.13 -1.18
H 2.64 3.79 -2.87
H 3.82 5.60 -4.15
H 4.44 3.95 -4.44
H 5.56 5.27 -4.08
C 0.18 6.07 -4.86
O 1.12 6.99 -5.40
C 0.53 7.88 -6.34
C 0.22 9.23 -5.72
O -0.78 9.13 -4.71
C -0.23 9.10 -3.40
H 0.61 5.63 -3.96
H -0.76 6.56 -4.59
H -0.02 5.27 -5.58
H -0.37 7.43 -6.78
H 1.26 8.02 -7.15
H -0.18 9.89 -6.50
H 1.13 9.69 -5.32
H 0.05 10.11 -3.09
H 0.65 8.45 -3.34
H -0.99 8.72 -2.72
C 9.70 1.43 -3.43
O 8.83 1.21 -4.53
C 9.08 2.09 -5.62
C 9.91 1.42 -6.70
O 11.22 1.10 -6.24
C 11.34 -0.27 -5.86
H 9.65 0.55 -2.78
H 10.74 1.56 -3.75
H 9.37 2.31 -2.87
H 9.57 3.01 -5.26
H 8.11 2.37 -6.04
H 10.04 2.13 -7.53
H 9.41 0.53 -7.09
H 11.46 -0.89 -6.76
H 10.49 -0.61 -5.28
H 12.24 -0.37 -5.25
C -5.35 -1.15 -7.24
O -6.24 -1.62 -6.23
C -7.54 -1.06 -6.34
C -8.51 -2.02 -7.02
O -8.14 -2.26 -8.37
C -7.44 -3.48 -8.54
H -4.49 -1.82 -7.27
H -5.83 -1.14 -8.22
H -5.01 -0.14 -6.99
H -7.50 -0.10 -6.87
H -7.90 -0.87 -5.32
H -9.50 -1.56 -7.03
H -8.58 -2.96 -6.46
H -8.15 -4.32 -8.54
H -6.69 -3.63 -7.77
H -6.94 -3.45 -9.51
C 3.66 -7.30 4.83
O 4.55 -6.35 4.24
C 3.90 -5.49 3.32
C 3.58 -4.14 3.94
O 2.62 -4.27 4.99
C 3.23 -4.26 6.28
H 4.14 -7.71 5.71
H 2.72 -6.84 5.13
H 3.46 -8.10 4.12
H 2.99 -5.96 2.92
H 4.59 -5.33 2.48
H 3.13 -3.50 3.18
H 4.49 -3.65 4.30
H 3.48 -3.24 6.57
H 4.12 -4.89 6.31
H 2.50 -4.66 6.99
```

These are the Mulliken partial charges, in e, on atoms 1 to 6: C -0.859; C -0.830; C 0.956; C 1.769; C -2.274; C 0.308